Record 1
Here is a single C5H10ClPS molecule in a non-equilibrium geometry from the Open Molecules 2025 dataset. Energies are from wB97M-V/def2-TZVPD.

Structure (XYZ):
```
18
Properties=species:S:1:pos:R:3:forces:R:3:nbo_charge:R:1
C -1.086287 -1.343942 1.702413 -1.694 -1.460 -1.707 -1.029
P 0.118683 -0.096902 1.427678 1.430 0.544 -2.601 1.273
S 1.267669 0.264487 2.906805 0.528 -0.023 0.277 -0.513
C -0.686704 1.290046 0.595521 -2.098 0.223 1.848 -0.768
C -0.026738 1.269756 -0.704952 1.298 -0.090 -1.871 -0.437
C 0.478557 -0.208542 -0.728192 -0.416 0.209 -0.248 -0.393
C 1.530971 -0.635063 -1.905390 -0.022 2.839 2.880 -0.405
Cl 0.766781 -0.561185 -3.489261 -0.111 -0.299 -0.078 -0.039
H -0.568227 -2.329181 1.870709 -0.718 0.947 -0.115 0.269
H -1.721863 -1.060612 2.563777 0.335 -0.282 -0.446 0.265
H -1.734855 -1.369993 0.699646 1.210 -0.277 2.357 0.244
H -0.606428 2.215350 1.127036 0.174 0.535 0.442 0.251
H -1.753655 1.072745 0.575044 -0.214 -0.088 -0.179 0.228
H -0.702131 1.533217 -1.568816 0.901 -0.178 0.746 0.223
H 0.794186 1.984460 -0.598332 0.131 -0.074 -0.696 0.209
H -0.499473 -0.675387 -0.887893 0.425 -0.891 -0.254 0.185
H 2.105735 -1.510941 -1.707568 -0.321 -1.115 -0.138 0.224
H 2.323778 0.161688 -1.878225 -0.839 -0.519 -0.217 0.213
```
Forces are in eV/Å.

Computed properties:
charge = 0
SMILES = C[P@]1(=S)CC[C@H]1CCl
LUMO level = 0.02258 Eh
energy relative to the best compared isomer or geometry (same formula, charge and spin) = 38.8 kcal per mole
spin multiplicity = 1

Record 2
Here is a single C17H28N4OS molecule from the Open Molecules 2025 dataset. Energies are from wB97M-V/def2-TZVPD.

Structure (XYZ):
```
51
Properties=species:S:1:pos:R:3:forces:R:3:nbo_charge:R:1
C -6.692986 -2.021943 -0.264288 0.178 0.409 -0.241 -0.730
S -6.313529 -0.653618 -1.397846 -0.366 -0.291 -0.164 0.283
C -5.020637 0.113287 -0.522308 0.121 -0.104 0.319 0.239
N -4.485054 1.185052 -1.094406 -0.305 0.031 -0.462 -0.462
C -3.493077 1.766455 -0.452068 0.136 -0.126 0.428 0.103
C -3.009949 1.305728 0.773735 -0.163 -0.083 -0.061 -0.165
C -1.811280 1.910979 1.451279 0.026 -0.042 -0.015 -0.223
N -0.543362 1.319613 1.050017 0.052 0.064 0.058 -0.445
C -0.416126 -0.083761 1.388410 0.254 -0.136 0.111 -0.218
C 1.028350 -0.517665 1.150226 -0.234 -0.020 -0.022 -0.215
N 1.363289 -0.290166 -0.236634 -0.287 0.056 -0.015 -0.470
C 2.481111 -1.029091 -0.784578 -0.022 -0.139 -0.086 -0.028
C 2.054536 -2.474023 -1.131852 0.279 0.011 -0.092 -0.405
C 3.275049 -3.339426 -0.838744 -0.119 -0.054 0.081 -0.405
C 3.875118 -2.679756 0.398825 0.156 -0.003 -0.105 -0.400
C 3.745578 -1.184471 0.107357 -0.026 -0.012 0.048 -0.439
C 1.232367 1.102698 -0.610151 -0.064 0.284 -0.061 -0.033
C 2.208192 2.067638 0.097899 -0.144 0.095 -0.492 -0.467
C 2.487616 3.308664 -0.749842 -0.023 -0.001 0.578 -0.055
O 3.070085 2.998890 -1.994289 0.270 -0.186 -0.425 -0.719
C -0.220666 1.517787 -0.349895 0.224 -0.008 -0.153 -0.233
C -3.667533 0.187508 1.277528 0.245 0.428 -0.103 0.094
N -4.662044 -0.408131 0.644499 -0.184 -0.217 0.029 -0.491
H -5.811692 -2.643928 -0.150334 -0.037 -0.093 0.070 0.229
H -6.992330 -1.615667 0.695798 -0.034 -0.100 0.063 0.230
H -7.504192 -2.581700 -0.717097 -0.080 -0.038 -0.065 0.225
H -3.073712 2.641563 -0.933065 0.130 0.109 0.033 0.195
H -1.899319 1.788037 2.535301 -0.030 0.098 -0.051 0.206
H -1.759755 2.979971 1.224422 -0.036 -0.026 0.096 0.207
H -0.670013 -0.216977 2.443130 -0.031 -0.015 0.011 0.195
H -1.083323 -0.717075 0.778206 0.047 -0.004 0.059 0.172
H 1.128405 -1.580932 1.372569 0.024 -0.023 0.054 0.203
H 1.673378 0.044255 1.845023 0.010 -0.096 0.019 0.169
H 2.760644 -0.514565 -1.708205 -0.029 -0.003 0.054 0.202
H 1.720950 -2.553953 -2.164511 -0.125 0.019 -0.020 0.214
H 1.223601 -2.765399 -0.489800 -0.070 0.004 0.041 0.201
H 3.017008 -4.384814 -0.675045 0.049 -0.068 -0.070 0.211
H 3.982724 -3.284046 -1.667660 0.066 -0.049 -0.050 0.194
H 4.907681 -2.978340 0.576465 0.004 -0.046 0.107 0.210
H 3.286981 -2.945249 1.278960 -0.016 -0.039 0.066 0.193
H 3.671758 -0.604039 1.024864 0.054 0.119 -0.002 0.211
H 4.623732 -0.838715 -0.440287 0.047 0.048 0.034 0.204
H 1.414332 1.171086 -1.688991 -0.044 -0.028 0.121 0.219
H 1.790450 2.372938 1.056984 0.091 -0.014 0.114 0.228
H 3.154953 1.551144 0.276196 0.069 0.012 0.092 0.198
H 1.559032 3.830552 -0.989203 0.021 0.041 0.067 0.173
H 3.135011 3.998854 -0.187904 -0.177 -0.021 -0.060 0.161
H 3.878214 2.497191 -1.837259 -0.042 0.066 -0.022 0.461
H -0.348445 2.574159 -0.593188 -0.051 0.064 -0.027 0.196
H -0.874267 0.922690 -1.009900 0.051 0.077 0.002 0.183
H -3.396874 -0.249277 2.231644 0.133 0.051 0.109 0.194
```
Forces are in eV/Å.

Computed properties:
charge = 0
SMILES = CSc1ncc(CN2CCN(C3CCCC3)[C@H](CCO)C2)cn1
LUMO level = 0.02605 Eh
energy relative to the best compared isomer or geometry (same formula, charge and spin) = 3.2 kcal per mole
spin multiplicity = 1

Record 3
Here is a molecular structure, C20H24N3O5S2SeSiTeTi in a non-equilibrium geometry from the Open Molecules 2025 dataset. Energies are from wB97M-V/def2-TZVPD.

Structure (XYZ):
```
58
Properties=species:S:1:pos:R:3:forces:R:3:nbo_charge:R:1
Ti -1.123880 -0.659587 -0.235531 -0.002 -0.122 -0.001 1.510
N -1.194228 1.303253 -1.360460 0.009 -0.180 0.200 -0.836
C 0.135849 1.927218 -1.399111 0.035 0.045 -0.089 -0.311
C 0.868310 1.636859 -0.097660 0.021 -0.202 0.021 0.672
O 1.730108 2.409933 0.309369 -0.021 0.038 0.042 -0.673
N 0.437779 0.499695 0.481497 -0.018 0.175 0.322 -0.741
C 0.759843 0.316215 1.878171 -0.037 -0.583 -0.100 -0.361
C -0.481243 0.224111 2.777628 0.809 1.440 0.228 0.535
O -0.554426 -0.368223 3.796203 -0.040 -0.685 0.287 -0.567
O -1.740156 -0.618506 1.263344 -0.519 -0.290 -0.216 -0.809
H -1.613854 1.205139 -2.276142 -0.006 -0.005 -0.031 0.398
H -1.831746 1.857346 -0.792458 0.013 0.010 0.011 0.407
H 0.095049 3.009306 -1.528757 0.008 -0.011 -0.030 0.205
H 0.700888 1.493602 -2.226094 -0.012 -0.002 0.004 0.222
H 1.312215 1.166738 2.293244 0.079 0.003 -0.173 0.251
H 1.352776 -0.589774 2.052755 -0.053 -0.008 0.012 0.204
O 0.533619 -3.643332 -2.396261 0.037 -0.142 0.112 -0.912
S 0.683017 -2.598800 -1.427061 -0.167 0.138 -0.084 2.308
O 0.459558 -1.248965 -1.932660 -0.010 0.306 -0.175 -0.955
N -0.260578 -2.673611 -0.108573 0.255 0.065 -0.170 -0.930
C 0.431853 -3.183517 0.972045 -0.129 0.030 0.054 0.053
S -0.229967 -3.677019 2.368438 0.019 0.038 0.071 0.013
C 1.906564 -3.176141 0.706641 0.005 -0.018 -0.005 -0.114
C 2.935514 -3.472899 1.585972 -0.016 -0.016 0.073 -0.161
C 4.242187 -3.357559 1.138456 0.012 0.010 -0.023 -0.199
C 4.526468 -2.967555 -0.170510 -0.013 -0.006 0.030 -0.200
C 3.500677 -2.688245 -1.060322 -0.006 0.022 -0.022 -0.203
C 2.208352 -2.786675 -0.583542 0.085 -0.092 -0.053 -0.251
H 2.698086 -3.771732 2.598509 0.001 -0.001 -0.001 0.243
H 5.058159 -3.569689 1.817009 0.008 -0.001 0.003 0.213
H 5.555450 -2.881393 -0.493872 0.007 -0.001 0.004 0.214
H 3.699292 -2.393366 -2.081895 0.008 -0.002 -0.002 0.229
C -4.226857 -2.268243 -4.480783 0.004 0.046 0.001 -1.117
Si -3.189511 -0.928543 -3.669411 -0.022 -0.035 0.020 1.439
C -1.461672 -1.030170 -4.392746 -0.002 0.022 -0.012 -1.128
C -3.910926 0.738774 -4.181652 0.018 -0.022 0.018 -1.120
Se -3.333365 -1.182002 -1.432843 0.007 0.023 -0.168 -0.601
H -4.260747 -2.127140 -5.564910 -0.001 -0.011 -0.008 0.220
H -5.249016 -2.253706 -4.098873 -0.008 0.006 0.008 0.235
H -3.806069 -3.253248 -4.273171 0.011 -0.003 0.012 0.241
H -1.515817 -0.898726 -5.478135 -0.018 0.001 -0.006 0.223
H -1.003321 -1.997041 -4.183261 0.006 -0.017 0.011 0.256
H -0.786975 -0.270236 -3.994198 -0.001 0.002 -0.001 0.229
H -3.998781 0.807092 -5.269775 0.013 0.011 -0.009 0.222
H -3.285899 1.570280 -3.844725 -0.007 0.014 -0.009 0.217
H -4.900681 0.879041 -3.744641 -0.015 -0.009 0.005 0.238
Te -1.675461 2.107875 2.563497 -0.433 0.051 -0.195 0.299
C -0.249296 3.180392 3.691394 0.127 -0.037 0.071 -0.255
C -0.138390 2.958914 5.063740 -0.048 0.002 -0.010 -0.239
C 0.830106 3.617229 5.807990 0.017 0.017 -0.003 -0.211
C 1.697179 4.508871 5.190265 -0.003 -0.003 -0.011 -0.225
C 1.598282 4.729705 3.823903 -0.022 -0.014 0.031 -0.217
C 0.634786 4.063794 3.076697 0.003 0.015 -0.067 -0.229
H -0.809718 2.258696 5.545178 0.004 0.006 0.003 0.223
H 0.909443 3.431248 6.872183 -0.003 -0.003 0.003 0.203
H 2.454148 5.021474 5.771312 0.001 0.002 0.000 0.202
H 2.284238 5.407229 3.330691 -0.001 0.001 -0.005 0.207
H 0.592782 4.205614 2.003904 0.012 -0.016 0.024 0.234
```
Forces are in eV/Å.

Computed properties:
charge = -1
LUMO level = 0.06884 Eh
energy relative to the best compared isomer or geometry (same formula, charge and spin) = 15.1 kcal per mole
spin multiplicity = 1